Entry from the OMol25 dataset: a single C7H14O2 molecule in a non-equilibrium geometry (the ωB97M-V functional and the def2-TZVPD basis).

**Relative energy (zero: lowest compared OMol25 entry of this formula, charge and spin)**: 1.386 eV
**HOMO**: -9.1 eV
**Net charge**: 0
**2S+1**: 1
**LUMO level**: 0.729 eV

Cartesian coordinates (Å):
C1 2.345 0.787 -0.943
C2 1.582 0.104 -0.101
C3 1.890 -1.303 0.305
C4 0.374 0.745 0.538
O1 0.267 0.288 1.858
C5 -1.003 0.510 -0.282
C6 -0.792 -0.224 -1.602
C7 -2.016 -0.206 0.611
O2 -2.523 0.681 1.592
H1 2.157 1.822 -1.177
H2 3.221 0.349 -1.391
H3 1.070 -1.972 0.040
H4 2.805 -1.655 -0.167
H5 1.999 -1.345 1.389
H6 0.531 1.835 0.541
H7 -0.616 0.556 2.186
H8 -1.397 1.510 -0.485
H9 -1.702 -0.203 -2.194
H10 -0.015 0.267 -2.189
H11 -0.524 -1.262 -1.432
H12 -1.657 -1.167 1.000
H13 -2.788 -0.352 -0.194
H14 -3.209 0.235 2.098

Mulliken atomic charge list, values in e, 4 entries: -1.15 0.65 -1.18 0.15

Entry from the OMol25 dataset: a molecular structure, C3H3GaO2 in a non-equilibrium geometry (the ωB97M-V functional and the def2-TZVPD basis).

**Relative energy (zero: lowest compared OMol25 entry of this formula, charge and spin)**: 2.600 eV
**HOMO (spin up / spin down)**: -13.8 / -13.7 eV
**Net charge**: +1
**2S+1**: 2
**LUMO level (spin up / spin down)**: -5.348 / -7.666 eV

Cartesian coordinates (Å):
C1 1.906 0.249 2.314
C2 1.464 0.531 0.915
H1 1.758 -0.196 0.142
H2 2.543 -0.591 2.591
H3 0.409 0.838 0.829
O1 3.355 2.600 2.574
C3 2.809 1.545 2.143
O2 2.321 1.707 0.808
Ga1 3.213 3.448 0.869

Mulliken atomic charge list, values in e, 4 entries: -0.33 -0.06 0.28 0.31

Entry from the OMol25 dataset: a molecular structure, C9H14N2PSn in a non-equilibrium geometry (the ωB97M-V functional and the def2-TZVPD basis).

**HOMO (spin up / spin down)**: -1.4 / -1.4 eV
**Net charge**: -1
**2S+1**: 1
**LUMO level (spin up / spin down)**: 2.522 / 2.536 eV

Cartesian coordinates (Å):
C1 -3.072 -1.635 -1.155
C2 -2.777 -0.859 -2.329
C3 -2.969 0.503 -2.013
C4 -3.427 0.582 -0.658
C5 -3.437 -0.725 -0.110
Sn1 -0.516 -1.440 1.599
P1 0.944 -2.797 -0.350
H1 -3.005 -2.735 -1.053
H2 -2.385 -1.280 -3.249
H3 -2.676 1.364 -2.616
H4 -3.671 -1.008 0.921
H5 -3.675 1.496 -0.109
H6 2.160 -2.346 -0.984
H7 0.459 -3.665 -1.407
H8 1.615 -3.855 0.433
C6 3.520 1.669 2.114
N1 2.366 1.540 1.251
C7 1.912 2.349 0.210
C8 0.788 1.733 -0.282
N2 0.547 0.540 0.434
C9 1.540 0.473 1.341
H9 4.473 1.732 1.571
H10 3.447 2.509 2.812
H11 3.528 0.746 2.690
H12 2.412 3.283 -0.084
H13 0.155 2.078 -1.105
H14 1.746 -0.252 2.127

Mulliken atomic charge list, values in e, 4 entries: -0.60 -0.56 -0.53 -0.60